1.
Entry from the OMol25 dataset: C4H9NO2 in the gas phase at a distorted geometry (ωB97M-V/def2-TZVPD).

Geometry as ORCA input:
```
! RIJCOSX wB97M-V def2-TZVPD def2/J DEFGRID3
* xyz 0 1
C 2.14938 0.79008 -0.72806
O 0.93534 0.44358 -0.09742
C -0.82903 0.09440 1.59716
C -0.98286 -0.39255 0.37282
N -0.44732 0.44334 -0.70436
O -0.99451 1.72186 -0.50384
C -1.22101 -1.82216 0.00507
H 2.46811 0.11877 -1.53477
H 2.20707 1.83601 -1.04624
H 2.87491 0.66579 0.09259
H -0.50846 1.12435 1.71699
H -0.83854 -0.54373 2.46910
H -1.02097 2.10894 -1.38915
H -1.55679 -2.38155 0.88309
H -0.27401 -2.25235 -0.34173
H -1.96132 -1.95478 -0.79126
*
```

Output
Structure (SMILES) = C=C(C)N(O)OC
ΔE to the lowest compared entry with this formula, charge and spin = 5.824 eV
E = -9874.237 eV



2.
Entry from the OMol25 dataset: a molecular structure, C25H57F18N3OP3Zn at a distorted geometry (ωB97M-V/def2-TZVPD).

Geometry as ORCA input:
```
! RIJCOSX wB97M-V def2-TZVPD def2/J DEFGRID3
* xyz 1 1
Zn -1.09730 1.18836 4.06291
C -0.26055 -0.09092 1.18778
O -0.24663 0.17765 2.55092
H -0.55112 0.83020 0.68261
H 0.62063 -0.54808 0.73763
H -1.13200 -0.74432 1.14612
C 9.03399 -0.28713 0.20088
C 8.19721 -1.39648 0.84385
C 6.76003 -1.36619 0.17154
N 5.72639 -2.41951 0.71840
C 6.49846 -3.69003 1.10260
C 4.61646 -2.59582 -0.37510
C 3.54036 -1.66529 0.04311
C 3.48574 -1.80476 1.52153
C 4.97103 -1.88088 1.96545
H 8.62896 0.72169 0.12135
H 9.33637 -0.54428 -0.81428
H 9.95471 -0.18932 0.77604
H 8.11319 -1.12785 1.89689
H 8.73745 -2.32414 0.65496
H 6.85353 -1.59214 -0.89068
H 6.32403 -0.36748 0.14726
H 6.90840 -3.87549 0.10980
H 5.78970 -4.36077 1.58825
H 7.34351 -3.54079 1.77470
H 4.39288 -3.65221 -0.22628
H 5.00136 -2.37905 -1.37158
H 2.61376 -1.90689 -0.47761
H 3.76890 -0.67947 -0.36188
H 2.95777 -2.67493 1.91161
H 2.88765 -0.97055 1.88826
H 5.11522 -2.51712 2.83867
H 5.39478 -0.88319 2.08011
C -0.86512 -0.09557 -2.43214
C 0.04769 0.68667 -3.37088
C 0.18103 0.06922 -4.71262
N 1.07073 0.90685 -5.68945
C 0.18288 2.05160 -6.20592
C 2.35093 1.35188 -5.03707
C 3.33601 1.63808 -6.23256
C 2.72661 0.98712 -7.45081
C 1.62537 0.13644 -6.87415
H -1.85092 -0.28054 -2.85886
H -1.07566 0.60081 -1.62046
H -0.41150 -1.02535 -2.08887
H 1.03268 0.71790 -2.90514
H -0.24335 1.73709 -3.37569
H -0.78525 -0.05539 -5.20137
H 0.73211 -0.84264 -4.48256
H -0.24081 2.69986 -5.43888
H -0.57098 1.48250 -6.74990
H 0.75536 2.62549 -6.93463
H 2.20484 2.25797 -4.44907
H 2.78840 0.53110 -4.46871
H 3.59319 2.69559 -6.29280
H 4.35311 1.25206 -6.16478
H 2.34818 1.68711 -8.19573
H 3.42801 0.37196 -8.01448
H 0.82131 0.01366 -7.59976
H 2.08516 -0.80400 -6.57038
C -5.62726 2.80774 1.76495
C -5.41245 1.66748 0.81342
C -5.73132 0.31046 1.42250
N -5.56013 -0.92225 0.47979
C -3.97946 -1.09267 0.28208
C -6.31704 -0.79795 -0.86677
C -6.93926 -2.21075 -1.22273
C -7.36941 -2.52182 0.16766
C -6.17467 -2.15614 1.15328
H -4.86981 2.82447 2.54859
H -6.63637 2.74263 2.17181
H -5.55947 3.75437 1.22885
H -4.40491 1.66932 0.39754
H -6.10358 1.79661 -0.01951
H -6.80538 0.32420 1.60767
H -5.10536 0.14251 2.29889
H -3.49595 -1.17542 1.25546
H -3.58583 -0.30507 -0.36044
H -3.89221 -2.08713 -0.15558
H -5.58966 -0.47358 -1.61094
H -7.06382 -0.02882 -1.06390
H -6.14620 -2.93497 -1.40894
H -7.66600 -2.33693 -2.02524
H -7.77867 -3.52413 0.04123
H -8.23073 -1.95616 0.52297
H -5.46455 -2.98306 1.14654
H -6.57220 -1.95703 2.14848
P 0.55874 1.85083 6.62619
F 0.34812 2.86216 7.86140
F 1.18871 3.10319 5.69981
F 2.05761 1.59268 7.16021
F 0.45603 0.73391 5.39419
F -0.09257 0.65434 7.49414
F -0.90312 2.28055 5.96708
P -3.32927 -0.48841 5.03781
F -2.77615 0.34187 3.65962
F -1.85802 -0.13282 5.52250
F -3.74800 1.03928 5.39563
F -3.53615 -1.01202 6.53495
F -4.91819 -0.81545 4.56605
F -2.86191 -1.96594 4.46596
P -1.76793 3.94733 2.74307
F -1.46929 4.78971 4.04558
F -2.44843 2.76824 3.72211
F -3.15344 4.76673 2.35626
F -2.15059 2.96252 1.44862
F -0.96107 4.84645 1.60688
F -0.45806 3.05843 3.18583
*
```

Output
E = -158571.865 eV



3.
Entry from the OMol25 dataset: a molecular structure, C26H17F12N6O2Re at a distorted geometry (ωB97M-V/def2-TZVPD).

Geometry as ORCA input:
```
! RIJCOSX wB97M-V def2-TZVPD def2/J DEFGRID3
* xyz 4 1
Re -0.02876 -1.37706 0.13791
C 4.63032 3.95443 0.25869
C 3.41749 3.17075 0.02829
C 2.13281 3.70708 0.24122
C 1.01849 2.93816 0.08272
C 1.08629 1.55895 -0.29731
N -0.05902 0.83238 -0.34158
C -1.22173 1.42113 -0.70405
C -1.16744 2.51264 -1.63845
C -2.28071 3.17765 -2.05282
C -3.55224 2.83559 -1.54826
C -4.76051 3.55730 -1.93084
C -3.63293 1.71699 -0.65361
C -2.54056 1.00100 -0.27072
C -2.71938 -0.14758 0.71243
O -1.69542 -1.09475 0.50656
C -2.53761 0.37882 2.18918
F -2.67805 -0.61303 3.05572
F -1.25165 0.82950 2.30122
F -3.35088 1.36153 2.44987
C -4.08712 -0.92556 0.58240
F -4.36776 -1.09169 -0.70625
F -5.05346 -0.26672 1.18155
F -3.91807 -2.11755 1.14748
C 2.40436 1.01068 -0.52638
C 3.50405 1.80230 -0.37996
C 2.56119 -0.40221 -1.08177
O 1.54795 -1.22065 -0.53426
C 2.32746 -0.38684 -2.64209
F 1.00444 -0.09892 -2.82475
F 2.56247 -1.56536 -3.17354
F 3.05166 0.54520 -3.20307
C 3.90371 -1.12072 -0.68986
F 3.76841 -2.41471 -0.96333
F 4.94094 -0.62640 -1.31517
F 4.04663 -0.98038 0.63872
H 4.45454 5.02800 0.26195
H 5.44040 3.68823 -0.42531
H 5.05026 3.70604 1.24882
H 2.03606 4.73117 0.58044
H 0.05263 3.35194 0.34824
H -0.20778 2.75123 -2.08226
H -2.19420 3.96580 -2.79076
H -4.55947 4.47991 -2.46868
H -5.41357 3.72874 -1.06653
H -5.40424 2.93800 -2.57962
H -4.61627 1.47665 -0.26914
H 4.49261 1.42151 -0.59987
N 0.88720 -2.61942 4.11095
C 0.71394 -1.59403 3.29964
N 0.43864 -2.10434 2.09163
C 0.46524 -3.47886 2.25738
N 0.73651 -3.79824 3.48098
C 0.19473 -4.31808 1.11552
C 0.14530 -5.71503 1.12272
N -0.13350 -6.35328 0.00217
C -0.35313 -5.70883 -1.12375
C -0.31139 -4.30200 -1.14550
N -0.04428 -3.64608 -0.02364
H 1.10475 -2.61786 5.10508
H 0.76585 -0.55039 3.56807
H 0.32182 -6.28754 2.02742
H -0.57134 -6.27945 -2.01931
H -0.49670 -3.75576 -2.06252
*
```

Output
ΔE to the lowest compared entry with this formula, charge and spin = 0.443 eV
E = -74970.053 eV



4.
Entry from the OMol25 dataset: a molecular structure, C4H5LiNiO3 at a distorted geometry (ωB97M-V/def2-TZVPD).

Geometry as ORCA input:
```
! RIJCOSX wB97M-V def2-TZVPD def2/J DEFGRID3
* xyz 1 4
O -1.44711 -0.44434 -1.21567
Li -0.64875 -2.40710 -0.03441
O -2.13134 -1.61180 -0.75807
C -1.45598 0.55184 -0.35081
C -0.46458 1.49019 -0.03241
H -0.12106 2.19044 0.74062
H -2.46565 0.57253 0.08044
H -1.48914 2.19991 -0.17945
O 2.53806 0.04711 -0.57414
C 2.14492 -0.87173 0.25528
C 0.92555 -0.84185 0.86924
Ni 1.47774 1.55015 -0.93341
H 0.33330 -0.67765 1.76825
H 2.80404 -1.74769 0.36453
*
```

Output
E = -51602.696 eV



5.
Entry from the OMol25 dataset: 2 unconnected molecules or ions with the total composition C3H7NO7PS at a distorted geometry (ωB97M-V/def2-TZVPD).

Geometry as ORCA input:
```
! RIJCOSX wB97M-V def2-TZVPD def2/J DEFGRID3
* xyz -1 1
N -2.94239 -2.64511 -1.36531
P -1.87414 -3.58874 -0.37419
O -0.90303 -4.42668 -1.46866
C -0.66152 -2.42435 0.45994
O -0.10524 -1.48654 -0.16019
O -0.47243 -2.71428 1.62938
H -2.66535 -2.74646 -2.34021
H -3.84058 -3.10706 -1.32140
H -0.98248 -5.34346 -1.20760
C 0.68427 1.84238 -0.03032
C 2.14938 1.86382 0.32373
O 2.42464 3.24520 0.63479
S 1.12301 3.90753 1.29229
O 1.26793 3.90220 2.70360
O 0.82764 5.10145 0.58253
O 0.07506 2.77602 0.88650
H 0.51379 2.20376 -1.04675
H 0.24916 0.85036 0.08055
H 2.78098 1.52522 -0.49161
H 2.35131 1.26474 1.21293
*
```

Output
ΔE to the lowest compared entry with this formula, charge and spin = 0.340 eV
E = -39172.680 eV



6.
Entry from the OMol25 dataset: a molecular structure, C14H10DyF5NO at a distorted geometry (ωB97M-V/def2-TZVPD).

Geometry as ORCA input:
```
! RIJCOSX wB97M-V def2-TZVPD def2/J DEFGRID3
* xyz -1 6
C 1.13650 -1.86008 -2.42827
C 2.15440 -0.85280 -2.53703
C 1.51420 0.39816 -2.83630
C 0.09842 0.15620 -2.91433
C -0.13145 -1.23817 -2.65516
Dy 0.78149 -0.06713 -0.54170
C 2.84110 -0.28678 0.75746
C 2.39403 -1.70620 0.75801
C 3.23464 -2.83737 0.81615
N 1.08072 -1.94318 0.64128
H 2.01296 1.36369 -2.94503
H 3.22586 -1.02475 -2.44497
H -0.67504 0.89651 -3.13075
H -1.08262 -1.75522 -2.72430
H 1.30124 -2.91796 -2.26294
H 3.59166 0.02774 0.02373
H 0.79947 -2.91451 0.68026
H 2.74844 0.24981 1.70937
H 4.30215 -2.71347 0.77215
H 2.80006 -3.83036 0.71927
F -4.91821 3.01232 3.07213
C -3.90253 2.44692 2.39821
C -2.82692 1.91302 3.11506
F -2.80786 1.94361 4.46446
C -1.77084 1.35924 2.42809
F -0.70797 0.81993 3.08126
C -1.77357 1.37235 1.01777
O -0.74063 0.95820 0.35929
C -2.88406 1.87186 0.31277
F -2.86118 1.81508 -1.04324
C -3.94039 2.41810 1.00495
F -4.99408 2.92524 0.33232
*
```

Output
E = -55888.293 eV



7.
Entry from the OMol25 dataset: CH2FPS2 in the gas phase at a distorted geometry (ωB97M-V/def2-TZVPD).

Geometry as ORCA input:
```
! RIJCOSX wB97M-V def2-TZVPD def2/J DEFGRID3
* xyz 0 1
C 0.58960 -2.04016 -0.67284
F -0.01685 -2.09671 0.48683
P -0.16150 0.97080 0.13343
S 1.14388 1.56369 1.42599
S 0.44293 -0.47330 -1.44697
H -1.09941 0.41428 0.90902
H -0.89864 1.66141 -0.83545
*
```

Output
ΔE to the lowest compared entry with this formula, charge and spin = 2.181 eV
E = -34743.188 eV



8.
Entry from the OMol25 dataset: 2 unconnected molecules or ions with the total composition C7H18BrFNPSi at a distorted geometry (ωB97M-V/def2-TZVPD).

Geometry as ORCA input:
```
! RIJCOSX wB97M-V def2-TZVPD def2/J DEFGRID3
* xyz 0 1
C 4.57206 -1.84182 0.24287
C 5.23378 0.66708 0.29459
C 3.07408 0.08091 1.17726
C -4.40802 -1.01459 -0.71111
C -1.93079 -1.41194 1.24976
C -3.51773 1.38104 1.13270
C 4.34992 -0.51157 0.49796
N -1.85331 0.17903 -1.04227
F 0.05167 0.86692 -2.45975
Si -2.98465 -0.20716 0.19918
P -0.14616 0.43942 -0.87838
Br 0.01078 2.45994 -0.06392
H 3.79564 -2.43595 0.58217
H -2.17042 0.04584 -1.94812
H 5.47193 -2.07726 -0.17852
H 6.01297 0.56923 -0.57134
H 5.79189 0.84460 1.29407
H 4.61922 1.52742 0.02767
H 3.45429 0.90300 1.83716
H 2.49332 0.51609 0.28599
H 2.55224 -0.57836 1.74204
H -4.41183 -2.04920 -0.44238
H -5.44949 -0.72649 -0.71720
H -4.22534 -0.85876 -1.81850
H -1.72038 -2.45918 0.71240
H -0.93484 -0.95548 1.36513
H -2.24667 -1.63055 2.31144
H -4.17910 1.98385 0.48785
H -4.17277 1.11646 1.90184
H -2.76803 1.94488 1.71671
*
```

Output
Structure (SMILES) = C[Si](C)(C)NP(F)Br.C=C(C)C
ΔE to the lowest compared entry with this formula, charge and spin = 0.000 eV
E = -98968.853 eV



9.
Entry from the OMol25 dataset: C4H8O in the gas phase (ωB97M-V/def2-TZVPD).

Geometry as ORCA input:
```
! RIJCOSX wB97M-V def2-TZVPD def2/J DEFGRID3
* xyz 0 1
C -1.55040 -0.43601 -0.82380
C -0.45878 0.54496 -0.34669
C 0.39768 -0.05179 0.73412
C 1.84487 0.16743 0.76312
H -2.24390 -0.68583 -0.01660
H -1.07122 -1.36471 -1.18544
H -2.12512 -0.00678 -1.64598
H 0.19549 0.80493 -1.18858
H -0.90272 1.46373 0.03178
H -0.08114 -0.26231 1.69902
H 2.40633 0.12011 1.69612
H 2.28991 0.77252 -0.02258
O 1.29900 -1.06626 0.30550
*
```

Output
Structure (SMILES) = CC[C@@H]1CO1
ΔE to the lowest compared entry with this formula, charge and spin = 1.189 eV
E = -6323.978 eV



10.
Entry from the OMol25 dataset: a molecular structure, C3HO3 at a distorted geometry (ωB97M-V/def2-TZVPD).

Geometry as ORCA input:
```
! RIJCOSX wB97M-V def2-TZVPD def2/J DEFGRID3
* xyz -1 1
C -0.12515 0.13284 0.15363
C 0.67903 1.62567 0.91920
C -0.44521 -0.77899 -0.48394
O -1.03463 -2.71486 -1.65800
O 0.72527 1.40632 2.07133
O 0.88461 2.32055 -0.02295
H -0.68392 -1.99152 -0.97928
*
```

Output
ΔE to the lowest compared entry with this formula, charge and spin = 7.596 eV
E = -9262.847 eV



11.
Entry from the OMol25 dataset: a molecular structure, C5H8O4Sm at a distorted geometry (ωB97M-V/def2-TZVPD).

Geometry as ORCA input:
```
! RIJCOSX wB97M-V def2-TZVPD def2/J DEFGRID3
* xyz 0 7
O -0.36827 0.13146 1.67076
C -2.44704 -1.70217 0.38808
O -2.90608 -2.67071 0.92394
C 1.25473 0.67546 -2.33346
O 0.20481 -0.16431 -2.00576
C 1.39646 1.80196 -1.31460
O 1.40120 1.19376 -0.02816
C 1.00205 2.00930 1.06633
C 0.52516 1.06732 2.16682
Sm -0.01848 -0.87450 -0.10245
H 1.12934 1.15146 -3.32804
H 2.22333 0.12832 -2.37523
H 0.52707 2.47846 -1.38205
H 2.31617 2.39072 -1.46542
H 0.17170 2.65946 0.74104
H 1.83833 2.64700 1.39691
H 0.08276 1.69325 2.96771
H 1.41679 0.57166 2.60731
*
```

Output
ΔE to the lowest compared entry with this formula, charge and spin = 0.586 eV
E = -31406.927 eV



12.
Entry from the OMol25 dataset: a molecular structure, C29H32BrN6O3PdS3 (ωB97M-V/def2-TZVPD).

Geometry as ORCA input:
```
! RIJCOSX wB97M-V def2-TZVPD def2/J DEFGRID3
* xyz 2 2
Pd -0.38073 0.80492 -0.91070
C 3.90160 0.66111 4.26646
C 2.98478 -0.44993 3.78489
N 1.75712 0.10926 3.16937
C 0.59018 0.18546 4.07124
C -0.21429 -1.10235 4.02214
C 1.72416 0.47181 1.90823
S 0.26319 1.24763 1.33308
N 2.87845 0.28338 1.22706
C 3.19230 0.21168 0.00162
O 2.25888 0.05331 -1.01419
C 4.54918 0.29549 -0.50738
C 5.59922 0.42261 0.40987
C 6.89986 0.50274 -0.04533
C 7.15758 0.46087 -1.41148
C 6.11854 0.33368 -2.32513
C 4.81254 0.24605 -1.88006
H 4.76256 0.22843 4.77444
H 3.39181 1.31681 4.97288
H 4.25764 1.26249 3.43052
H 2.64509 -1.06447 4.61638
H 3.47644 -1.10259 3.06986
H -0.02019 1.04436 3.80654
H 0.98890 0.37199 5.06756
H -0.61713 -1.26438 3.02128
H -1.04836 -1.04071 4.71955
H 0.39272 -1.96431 4.29864
H 5.38397 0.44422 1.46896
H 7.71592 0.59035 0.65827
H 8.17798 0.52242 -1.76585
H 6.33041 0.29392 -3.38445
H 4.00597 0.13921 -2.59099
C -2.58186 3.33327 -1.20438
O -2.43518 1.90725 -1.13945
C -3.61029 1.17336 -1.04900
C -4.86661 1.74033 -0.95068
C -5.97688 0.90175 -0.92954
Br -7.68880 1.67329 -0.82536
C -5.84477 -0.46992 -0.97867
C -4.57522 -1.04296 -1.03707
C -3.46989 -0.20816 -1.09340
O -2.17653 -0.69200 -1.22842
C -4.45069 -2.50687 -1.08354
N -5.28979 -3.28704 -1.68613
C -4.82383 -4.57539 -1.46137
C -5.35607 -5.79602 -1.87598
C -4.69869 -6.94275 -1.48532
C -3.53502 -6.89133 -0.69951
C -2.99095 -5.69141 -0.28696
C -3.65848 -4.54047 -0.69102
N -3.40929 -3.19100 -0.47459
H -2.99492 3.71509 -0.27087
H -3.22198 3.60531 -2.04227
H -1.58658 3.73312 -1.36521
H -5.00807 2.80851 -0.90390
H -6.70746 -1.12054 -0.96431
H -2.19382 -1.60668 -1.55379
H -6.25472 -5.82901 -2.47606
H -5.08544 -7.90756 -1.78326
H -3.05541 -7.81696 -0.41134
H -2.09380 -5.65873 0.31766
H -2.79036 -2.82036 0.22579
C 1.94266 5.99465 -2.25927
N 1.47131 4.66773 -2.64273
C 1.16411 3.70246 -1.79198
N 1.23438 3.92988 -0.48588
S 0.68239 2.19162 -2.47898
H 1.97029 6.61574 -3.14873
H 2.94574 5.94918 -1.83292
H 1.25341 6.45665 -1.55179
H 1.41695 4.44102 -3.62380
H 1.58795 4.80338 -0.12851
H 1.07365 3.17609 0.16903
S 0.68521 -1.95787 -0.31806
C 1.06703 -0.48212 -0.76167
*
```

Output
ΔE to the lowest compared entry with this formula, charge and spin = 0.805 eV
E = -151689.528 eV



Question: Which formula does entry 9 have?
Answer: C4H8O



Question: Among the records above, which one has the highest E?
Answer: C4H8O



Question: E of number 10 (C3HO3)?
Answer: -9262.847 eV